1.
The following is a quantum chemistry calculation of the molecule C4H7FN2O3, from the Open Molecules 2025 dataset.

Properties
structure (SMILES)	NC(=O)NC[C@H](F)C(=O)O
total energy	-16100.00267	eV
highest occupied orbital energy	-9.99	eV
frontier orbital gap	0.3751	Ha

```
17
Properties=species:S:1:pos:R:3:mulliken_charge:R:1
F -2.517 -0.160 0.140 -0.2898
O 1.387 -0.429 -3.061 -0.6083
O -2.432 0.322 2.613 -0.4740
O -0.094 -0.239 2.681 -0.5200
N -0.078 0.368 -1.581 -0.1440
N 2.181 -0.384 -0.951 -0.5368
C -1.171 -0.186 0.429 0.3863
C -0.328 0.888 -0.276 -0.9069
C 1.225 -0.134 -1.918 0.3783
C -1.393 0.076 2.036 0.4332
H 0.693 1.002 0.150 0.5033
H -1.020 1.783 -0.302 0.3246
H 1.891 -0.820 0.034 0.2605
H 2.909 -1.035 -1.336 0.3113
H -0.652 -1.270 0.130 0.2408
H -0.231 0.695 -2.567 0.2756
H -0.369 -0.477 3.777 0.3659
```

=====

2.
The following is a quantum chemistry calculation of the molecule C6H8F6O, from the Open Molecules 2025 dataset.

Properties
structure (SMILES)	C[C@@H](CO)C(F)(F)[C@H](F)C(F)(F)F
total energy	-24704.30678	eV
highest occupied orbital energy	-10.77	eV
frontier orbital gap	0.4203	Ha

```
21
Properties=species:S:1:pos:R:3:mulliken_charge:R:1
F -0.218 -0.011 2.228 -0.3319
F -1.911 -1.235 0.620 -0.3233
F -1.372 0.437 -2.003 -0.2312
F -2.525 1.914 -0.850 -0.2409
F -0.364 1.884 1.152 -0.2996
F -3.394 -0.039 -1.340 -0.2656
O 1.962 -1.562 -1.225 -0.5569
C -2.241 0.604 -0.971 0.6959
C 0.812 -1.327 -0.415 -0.7725
C 0.817 0.121 0.097 0.3759
C 2.176 0.427 0.789 -1.6202
C -1.795 0.121 0.430 -0.2137
C -0.391 0.528 0.975 0.9180
H 0.846 0.725 -0.827 0.2882
H -2.497 0.577 1.130 0.3942
H -0.058 -1.547 -1.031 0.2861
H 0.827 -1.958 0.442 0.4300
H 2.228 1.481 1.097 0.3966
H 1.854 -1.157 -2.106 0.3415
H 2.254 -0.157 1.731 0.3541
H 2.991 0.177 0.075 0.3751
```

=====

3.
The following is a quantum chemistry calculation of a cluster of 5 separate species, C28H32N5O15P2S in total, from the Open Molecules 2025 dataset.

Properties
total charge	+1
total energy	-97113.57099	eV
highest occupied orbital energy	-11.39	eV
frontier orbital gap	0.2865	Ha

```
83
Properties=species:S:1:pos:R:3:mulliken_charge:R:1
S 2.719 3.137 3.422 -0.2297
P 2.963 3.492 1.573 0.4139
P 1.605 4.072 -1.027 0.6977
O -3.700 4.587 1.689 -0.6733
O -0.541 2.315 0.126 -0.2429
O 2.814 0.287 0.588 -0.6661
O -0.121 7.003 3.465 -0.4963
O -1.667 2.480 1.021 -0.3819
O 1.998 6.390 3.897 -0.4468
O -0.822 -5.401 -2.755 -0.6242
O 2.227 2.893 -1.604 -0.5728
O 0.175 4.491 -1.539 -0.4388
O 2.736 -6.645 -2.532 -0.6054
O 2.490 5.380 -1.056 -0.5124
O 2.599 -8.354 -3.829 -0.6022
O -2.166 5.098 3.090 -0.7182
O -1.763 -3.526 -3.228 -0.6273
O 3.007 -0.940 2.337 -0.6051
N -1.702 -4.575 -2.619 1.1008
N 2.747 -0.798 1.168 0.9956
N 1.336 3.770 0.705 0.4829
N -3.343 4.919 2.798 1.0743
N 2.977 -7.234 -3.570 1.0187
C -4.347 5.121 3.839 0.3781
C -3.931 5.526 5.096 -0.2901
C -5.676 4.891 3.529 -0.3958
C 4.245 -5.257 -4.294 -0.2719
C 2.230 -3.185 1.020 -0.4779
C -6.229 5.471 5.793 -0.4777
C -2.694 -6.044 -0.919 -0.3301
C -6.622 5.069 4.523 -0.4731
C 1.588 -4.151 -1.087 -0.4771
C -2.763 -4.867 -1.641 0.2077
C 0.492 4.860 1.350 -0.7466
C 1.852 -4.286 0.271 -0.8392
C 0.612 2.387 0.858 -0.5814
C 3.783 -6.527 -4.580 0.1454
C 1.112 6.535 3.124 0.0273
C -4.751 -5.430 0.161 -0.4311
C 5.260 -5.202 -6.472 -0.4487
C -4.796 -4.252 -0.573 -0.4144
C 4.044 -7.156 -5.782 -0.4567
C -4.889 5.702 6.078 -0.5903
C 1.197 6.210 1.644 -0.8121
C 4.991 -4.593 -5.253 -0.4639
C 1.692 -2.908 -1.701 -0.8324
C 2.333 -1.960 0.384 0.1805
C 4.789 -6.481 -6.734 -0.4010
C 2.067 -1.797 -0.966 -0.1361
C -3.794 -3.962 -1.483 -0.4558
C -3.701 -6.322 -0.010 -0.5004
H -3.816 -3.051 -2.062 0.4535
H 0.057 4.434 2.249 0.7790
H 2.154 -0.827 -1.432 0.5475
H -2.887 5.700 5.305 0.4536
H 1.330 1.650 0.496 0.3145
H 5.362 -3.598 -5.049 0.3769
H 1.767 -5.253 0.745 0.4310
H 2.220 6.260 1.287 0.7865
H -5.616 -3.560 -0.439 0.3763
H -3.667 -7.238 0.563 0.3808
H 5.839 -4.677 -7.220 0.3832
H -0.324 5.029 0.653 0.4363
H -2.025 3.361 0.814 0.3147
H 4.027 -4.797 -3.342 0.4833
H 1.963 6.189 -0.985 0.3535
H -7.665 4.892 4.306 0.3864
H 0.230 4.999 -2.365 0.3716
H -6.973 5.605 6.567 0.3979
H 3.671 -8.151 -5.970 0.4580
H 0.635 6.985 1.124 0.2818
H 3.456 2.434 0.816 0.1066
H -5.967 4.579 2.537 0.4458
H -0.766 6.346 3.153 0.4602
H -1.873 -6.729 -1.066 0.4856
H 1.482 -2.809 -2.757 0.5770
H 1.301 -5.012 -1.669 0.7553
H -4.589 6.017 7.067 0.3903
H -5.539 -5.656 0.867 0.3853
H 5.001 -6.955 -7.682 0.3773
H 0.442 2.244 1.922 0.6728
H 2.442 -3.277 2.074 0.4945
H 3.667 4.637 1.203 0.1073
```

=====

4.
The following is a quantum chemistry calculation of the molecule C6H5Br2NO, from the Open Molecules 2025 dataset.

Properties
total energy	-149919.80404	eV
highest occupied orbital energy (alpha / beta)	-6.36 / -6.36	eV
frontier orbital gap (alpha / beta)	0.1899 / 0.1901	Ha

```
15
Properties=species:S:1:pos:R:3:mulliken_charge:R:1
Br 1.136 0.262 3.026 -0.2272
Br -0.614 -2.378 3.736 -0.1950
O -0.537 -1.294 1.342 -0.1805
N -0.248 -0.579 0.259 0.2300
C 1.020 -0.268 -0.113 -0.1106
C -0.488 -0.737 2.631 -0.1503
C 0.267 1.125 -1.899 -0.0571
C -1.269 -0.068 -0.454 0.0307
C -1.032 0.827 -1.507 -0.6928
C 1.337 0.559 -1.174 -0.6804
H 2.322 0.769 -1.615 0.3591
H -1.948 1.168 -1.879 0.4122
H 1.699 -0.447 0.674 0.4645
H -2.168 -0.555 -0.164 0.4628
H 0.523 1.618 -2.864 0.3345
```

=====

5.
The following is a quantum chemistry calculation of the molecule C12H21N3O2, from the Open Molecules 2025 dataset.

Properties
structure (SMILES)	[H]/N=C1/N(CCCC)C(=O)NC(=O)C1(CC)CC
total energy	-21351.86262	eV
highest occupied orbital energy	-9.67	eV
frontier orbital gap	0.3839	Ha

```
38
Properties=species:S:1:pos:R:3:mulliken_charge:R:1
O -1.001 3.643 0.455 -0.6413
O -2.456 -0.458 1.574 -0.6448
N -0.541 -0.361 0.355 0.2959
N -1.683 1.574 0.974 0.0097
N 1.500 -0.270 -0.591 -0.6731
C 1.458 2.679 -0.505 -1.3535
C 0.736 -3.636 1.867 -0.5670
C 0.453 0.364 -0.278 -0.1543
C 2.302 2.833 -1.768 -1.3086
C 0.168 1.822 -0.604 2.4123
C -0.362 -1.802 0.496 -1.3334
C -1.615 0.188 0.998 0.3156
C -0.515 -4.486 2.061 -1.1520
C -0.444 1.892 -2.030 -0.9337
C -1.774 1.163 -2.191 -1.4160
C 0.435 -2.143 1.753 -0.3093
C -0.862 2.451 0.322 -0.1106
H -1.678 0.104 -1.964 0.2719
H 3.205 3.383 -1.515 0.4205
H 0.172 -2.149 -0.389 0.3686
H 1.402 -3.787 2.719 0.3379
H -0.128 -1.815 2.629 0.3091
H 1.376 -1.591 1.718 0.2862
H 1.266 -3.964 0.970 0.3246
H 0.274 1.464 -2.731 0.3877
H 1.771 3.397 -2.530 0.3250
H -1.096 -4.118 2.903 0.2958
H 2.603 1.879 -2.196 0.3618
H -0.240 -5.519 2.259 0.3762
H -1.359 -2.242 0.544 0.5561
H 2.078 2.261 0.293 0.4463
H -2.107 1.257 -3.222 0.4828
H 1.150 3.679 -0.191 0.4274
H -1.144 -4.467 1.176 0.3008
H 2.210 0.268 -1.068 0.2133
H -2.428 1.975 1.534 0.2840
H -0.584 2.946 -2.274 0.4566
H -2.543 1.589 -1.552 0.3314
```

=====

6.
The following is a quantum chemistry calculation of a cluster of 6 separate species, C23H50NO17PSi in total, from the Open Molecules 2025 dataset.

Properties
structure (SMILES)	CCP(C)[SiH2]ON=O.CCOC(=O)OC.CCOC(=O)OC.CCOC(=O)OC.CCOC(=O)OC.CCOC(=O)OC
total energy	-78124.91331	eV
highest occupied orbital energy	-8.71	eV
frontier orbital gap	0.3131	Ha

```
93
Properties=species:S:1:pos:R:3:mulliken_charge:R:1
P -6.686 -7.137 1.538 0.1086
Si -7.872 -5.441 0.685 0.4896
O 8.804 3.042 -2.222 -0.5632
O 8.087 1.070 -1.389 -0.3536
O -5.554 -3.851 1.262 -0.1986
O -2.218 -5.798 7.026 -0.3415
O -1.079 -0.176 -1.644 -0.3081
O -0.653 -1.858 -0.201 -0.5603
O 1.723 3.061 -3.506 -0.2704
O 10.145 1.231 -2.019 -0.3768
O 3.805 3.266 -4.035 -0.3608
O -2.723 -1.001 -0.515 -0.4039
O -7.653 -4.092 1.693 -0.2694
O 2.427 5.035 -4.344 -0.5658
O -0.670 -4.155 7.015 -0.5634
O -1.411 6.877 -1.398 -0.5594
O -1.875 8.520 -2.871 -0.3482
O -3.485 7.741 -1.661 -0.3714
O -1.768 -4.825 5.153 -0.3157
N -6.345 -3.778 2.122 0.2876
C -2.972 -1.433 1.882 -1.1293
C 0.411 3.621 -3.379 -0.5967
C -2.184 7.640 -1.921 0.8024
C -0.490 8.531 -3.243 -0.4920
C 2.636 3.902 -3.992 0.7238
C 0.316 -0.133 -1.961 -0.6725
C -1.987 -5.960 8.429 -0.6463
C -1.017 -3.877 4.370 0.0904
C 5.462 4.955 -3.425 -0.9963
C 6.808 1.670 -1.165 -0.3986
C 8.997 1.895 -1.906 0.7964
C -3.243 -1.911 0.474 0.0103
C -7.917 -8.528 1.475 -1.0554
C -5.485 -7.536 0.180 -0.5836
C -1.468 -4.858 6.448 0.7294
C 11.870 2.875 -1.475 -1.0732
C 11.251 1.996 -2.537 -0.1832
C 4.918 4.051 -4.506 -0.2710
C 0.362 -4.394 4.030 -1.1963
C -4.108 -6.908 0.434 -0.9684
C -3.977 6.869 -0.625 -0.1831
C -3.665 7.406 0.753 -1.0762
C -1.413 -1.085 -0.729 0.6930
H -8.937 -8.172 1.332 0.3430
H -5.411 -8.622 0.103 0.3830
H -3.320 -7.494 -0.039 0.3842
H 0.886 0.248 -1.115 0.3180
H 4.733 5.715 -3.145 0.3592
H -5.050 6.828 -0.798 0.2880
H 0.411 0.546 -2.802 0.1691
H 0.118 8.916 -2.426 0.2811
H 6.869 2.402 -0.361 0.3022
H -7.676 -9.208 0.659 0.3134
H -0.428 9.191 -4.102 0.2182
H 0.686 -1.119 -2.233 0.3434
H 5.659 3.313 -4.807 0.2748
H 4.616 4.614 -5.389 0.4071
H -4.047 8.421 0.861 0.2900
H -4.061 -5.896 0.030 0.1575
H -3.358 -0.425 2.034 0.3745
H -3.455 -2.106 2.591 0.3161
H 11.955 1.243 -2.886 0.2932
H -5.868 -7.182 -0.780 0.3950
H 0.859 -3.699 3.353 0.3588
H -2.075 -5.007 8.946 0.3022
H 12.760 3.363 -1.873 0.3472
H 0.292 -5.366 3.540 0.3113
H -2.753 -6.650 8.770 0.2195
H 12.159 2.278 -0.609 0.2919
H 6.145 0.860 -0.877 0.2428
H -7.868 -9.074 2.414 0.3152
H -9.322 -5.711 0.731 -0.2155
H -4.309 -1.955 0.272 0.2207
H -1.901 -1.424 2.083 0.3090
H 5.708 4.372 -2.537 0.2027
H 10.913 2.580 -3.393 0.3079
H 0.080 4.062 -4.317 0.3117
H -4.134 6.776 1.509 0.3530
H -3.894 -6.837 1.502 0.2816
H -0.240 2.795 -3.109 0.1395
H -0.152 7.531 -3.507 0.1879
H -0.997 -6.378 8.605 0.2895
H -0.968 -2.926 4.901 0.3365
H -2.591 7.417 0.930 0.3098
H 6.441 2.149 -2.070 0.0436
H -7.483 -5.092 -0.703 -0.1256
H 6.366 5.454 -3.773 0.3425
H 11.170 3.643 -1.152 0.3083
H -3.562 5.873 -0.770 0.3050
H 0.390 4.375 -2.593 0.3141
H -1.609 -3.740 3.467 0.0571
H -2.822 -2.902 0.307 0.2984
H 0.969 -4.500 4.928 0.3434
```